DFT (wB97M-V/def2-TZVPD) results for a molecular structure, C6H7N3O4RhSSbSe4.

Computed properties:
- Highest occupied orbital energy (spin up / spin down): -1.5711 / -1.5598 eV
- Total energy: -11052.90148 Ha
- Energy relative to the best compared isomer or geometry (same formula, charge and spin): 0.0 kJ/mol

```
! RIJCOSX wB97M-V def2-TZVPD def2/J DEFGRID3
* xyz -2 5
Rh 0.698 -1.970 0.461
O 0.895 -5.582 -2.037
C 0.792 -4.566 -1.423
O 0.108 -3.953 -0.625
C 2.427 -3.305 -1.903
O 3.022 -3.802 -2.808
O 2.382 -2.361 -1.140
Se 0.990 1.834 1.658
Sb 0.601 0.503 3.657
Se 0.514 -2.026 2.818
Se -1.744 0.627 4.391
Se 2.335 0.633 5.342
C 0.400 3.594 -1.094
C -0.534 2.751 -1.967
C -0.962 1.523 -1.236
N -0.264 0.446 -1.209
N -0.765 -0.477 -0.313
C -1.812 -0.047 0.341
N -2.487 -0.740 1.295
S -2.344 1.500 -0.198
H 0.721 4.492 -1.624
H 1.276 3.009 -0.819
H -0.096 3.885 -0.168
H -0.028 2.438 -2.883
H -1.413 3.334 -2.254
H -1.962 -1.545 1.625
H -2.750 -0.196 2.113
*
```

DFT (wB97M-V/def2-TZVPD) results for 2 unconnected molecules or ions with the total composition C6H7N3O4S.

Computed properties:
- Highest occupied orbital energy: -9.7092 eV
- Total energy: -1095.93929 Ha
- Energy relative to the best compared isomer or geometry (same formula, charge and spin): 367.3 kJ/mol

```
! RIJCOSX wB97M-V def2-TZVPD def2/J DEFGRID3
* xyz 0 1
C -2.333 1.323 0.521
C -2.621 0.151 -0.038
C -0.770 0.017 1.619
C 2.912 -0.851 0.863
C 1.318 -1.440 -1.025
C 2.109 -0.576 -0.436
N -1.202 1.228 1.231
N -3.608 -0.075 -1.060
N 2.018 0.874 -0.736
O -4.077 0.895 -1.626
O -3.912 -1.245 -1.237
O 2.708 1.721 -0.186
O 1.259 1.084 -1.638
S -1.689 -1.112 0.660
H -2.943 2.229 0.421
H 2.429 -0.335 1.628
H 2.918 -1.870 1.183
H 3.927 -0.295 0.950
H 1.367 -2.549 -0.956
H 0.860 -1.118 -1.864
H -0.669 1.946 1.724
*
```

DFT (wB97M-V/def2-TZVPD) results for 2 unconnected molecules or ions with the total composition C6H7N3OS.

Computed properties:
- Highest occupied orbital energy: -9.7094 eV
- Total energy: -870.42587 Ha
- Energy relative to the best compared isomer or geometry (same formula, charge and spin): 274.0 kJ/mol

```
! RIJCOSX wB97M-V def2-TZVPD def2/J DEFGRID3
* xyz 0 1
C 0.006 1.868 -1.146
C 0.269 2.067 1.227
C -1.375 -0.957 -0.911
C 0.883 -1.930 1.328
C 0.912 -1.897 -0.216
C -0.461 2.175 0.037
N 0.388 1.293 -2.154
N 0.908 2.010 2.199
N -0.429 -1.607 -0.668
O -2.367 -0.477 -1.286
S -2.094 3.065 0.138
H 0.486 -0.924 1.693
H 0.170 -2.751 1.815
H 1.818 -1.876 1.721
H 1.486 -0.978 -0.650
H 1.229 -2.865 -0.602
H 0.950 1.704 -3.003
H -2.779 2.081 0.475
*
```

DFT (wB97M-V/def2-TZVPD) results for a molecular structure, C6H7N5.

Computed properties:
- Highest occupied orbital energy: -8.1106 eV
- Total energy: -506.41019 Ha
- Energy relative to the best compared isomer or geometry (same formula, charge and spin): 630.0 kJ/mol

```
! RIJCOSX wB97M-V def2-TZVPD def2/J DEFGRID3
* xyz 0 1
C 2.904 -0.228 -0.045
C 0.866 -1.620 0.041
C -1.146 -0.894 0.005
C -2.694 0.516 0.055
C -0.637 0.445 -0.076
C 0.831 0.824 0.033
H 3.465 0.130 0.815
H 3.431 -1.112 -0.209
H 3.510 0.438 -0.720
H 1.812 -2.260 0.323
H -4.047 1.010 0.104
H 2.385 2.308 -0.309
H 0.712 2.650 -0.067
N 1.509 -0.350 0.013
N -0.304 -1.895 -0.059
N -2.421 -0.837 -0.003
N -1.715 1.419 -0.066
N 1.216 2.031 0.113
*
```